Version i
{"formula": "CH12NO4", "method": "ωB97M-V/def2-TZVPD", "charge": 1, "species": ["O", "O", "O", "O", "N", "C", "H", "H", "H", "H", "H", "H", "H", "H", "H", "H", "H", "H"], "positions_angstrom": [[-1.3027, 2.4066, 1.6559], [-2.4428, -1.9136, 0.3907], [0.4593, -2.5580, 0.3087], [0.2662, 0.1710, 0.7898], [2.0983, 0.7749, -0.9502], [1.9064, 1.1172, -2.1933], [-1.6401, 2.9187, 0.9695], [-1.9032, 2.4608, 2.3890], [-0.3037, -2.6676, -0.2809], [1.1685, -2.9908, -0.0856], [2.8492, 1.1816, -2.7931], [-2.9829, -1.9927, 1.1850], [-0.4195, 0.6883, 1.2333], [3.0831, 0.7108, -0.6941], [0.0025, -0.7198, 0.6993], [-2.9531, -1.1754, 0.0524], [0.8474, 1.2100, -2.4201], [1.2671, 0.3782, -0.2564]]}

***

Version ii
{"formula": "CH12NO4", "method": "ωB97M-V/def2-TZVPD", "charge": 1, "species": ["O", "O", "O", "O", "N", "C", "H", "H", "H", "H", "H", "H", "H", "H", "H", "H", "H", "H"], "positions_angstrom": [[-0.0412, 2.2384, 0.1766], [0.9283, -3.9364, -0.7599], [0.6557, -1.1541, -0.3518], [-0.4466, 2.9419, -2.9268], [-0.2459, -0.4606, 2.1146], [-0.9572, 0.5907, 2.4356], [-1.3488, 3.0628, -3.3275], [0.2527, -4.5376, -0.4359], [-1.3523, 0.6814, 3.4595], [0.8311, -0.5575, -1.1088], [-1.3923, 1.1675, 1.5863], [-0.3487, -1.0815, 2.9064], [1.7507, -4.4690, -0.8336], [0.7764, -2.0462, -0.7527], [-0.2231, 2.8002, -0.6594], [0.2411, 2.6690, -3.5008], [0.5159, 2.7919, 0.6776], [0.4041, -0.7010, 1.3008]]}

***

Relative energies, hartree: version i 0.0000; version ii 0.0083.

***

Version i
{"formula": "CH5NO2", "method": "ωB97M-V/def2-TZVPD", "charge": 0, "species": ["O", "O", "N", "C", "H", "H", "H", "H", "H"], "positions_angstrom": [[-0.5446, 1.3395, -0.0601], [0.1239, -0.9759, -0.1599], [-1.4124, 1.3716, -0.9757], [1.0765, -1.0061, 0.7820], [-1.0860, 1.3545, -1.9425], [0.6859, -1.2034, 1.7956], [1.6483, -0.0585, 0.8106], [-2.3257, 0.9540, -0.7878], [1.8341, -1.7758, 0.5377]]}

***

Version ii
{"formula": "CH5NO2", "method": "ωB97M-V/def2-TZVPD", "smiles": "C=O.NO", "charge": 0, "species": ["O", "O", "N", "C", "H", "H", "H", "H", "H"], "positions_angstrom": [[-0.8884, -0.1734, 0.6239], [0.7371, -1.6107, -1.6703], [-1.3741, 0.8952, 1.3853], [1.4421, -0.7141, -1.3124], [1.0570, -0.1178, -0.4852], [-1.6305, -0.5417, 0.1774], [2.5121, -0.3861, -1.6460], [-1.1559, 1.6934, 0.8171], [-0.6994, 0.9552, 2.1102]]}

***

Version iii
{"formula": "CH5NO2", "method": "ωB97M-V/def2-TZVPD", "charge": 0, "species": ["O", "O", "N", "C", "H", "H", "H", "H", "H"], "positions_angstrom": [[1.4056, -0.4543, 0.5763], [-0.8726, 1.5395, -0.3774], [-0.1188, -0.6230, -0.8362], [-0.8129, 0.2000, -0.0328], [-0.2076, -1.5937, -0.5469], [-0.0503, 1.7518, -0.8437], [2.3020, -0.7444, 0.8239], [0.1309, 0.0501, 0.8658], [-1.7762, -0.1258, 0.3710]]}

***

Relative energies, hartree: version i 0.0745; version ii 0.0000; version iii 0.0628.